No. 1
Entry from OMol25: C4H8O in the gas phase at a distorted geometry (the ωB97M-V functional and the def2-TZVPD basis).

Summary:
**Energy above the lowest of the compared OMol25 structures with the same formula, charge and spin**: 149.4 kJ/mol
**SMILES**: C/C=C/CO
**Strongest force on any atom**: 2.732 eV/A
**Orbital gap**: 10.779 eV

```
! wB97M-V def2-TZVPD RIJCOSX def2/J DEFGRID3
* xyz 0 1
C -1.22934 0.53886 -1.52998
C 1.01172 -0.67003 1.39219
O 2.01206 0.32479 1.18297
C 0.15512 -0.79243 0.11026
C -0.79261 0.11354 -0.16590
H -0.37914 0.98522 -2.06721
H -1.76696 -0.17159 -2.16683
H -1.91645 1.39370 -1.48497
H 1.51975 -1.63587 1.59911
H 0.44762 -0.45626 2.30580
H 1.43808 1.00459 0.79426
H 0.86141 -1.23530 -0.58582
H -1.36126 0.60077 0.61612
*
```

Atom charges from the Mulliken analysis, given in e for atoms 1 to 4:
1 C -1.002
2 C -0.572
3 O -0.483
4 C -0.333

=====

No. 2
Entry from OMol25: C4H8O in the gas phase at a distorted geometry (the ωB97M-V functional and the def2-TZVPD basis).

Summary:
**Energy above the lowest of the compared OMol25 structures with the same formula, charge and spin**: 395.1 kJ/mol
**Strongest force on any atom**: 3.485 eV/A
**Orbital gap (spin up / spin down)**: 9.204 / 6.216 eV

```
! wB97M-V def2-TZVPD RIJCOSX def2/J DEFGRID3
* xyz 0 1
C -1.72900 -0.00913 0.12450
C -0.37263 0.46666 -0.34692
C 0.79074 0.33372 0.56945
C 1.76329 -0.24841 -0.38402
O 1.48782 -1.24470 -1.17623
H -2.20285 0.68713 0.84318
H -1.67278 -0.98318 0.62924
H -2.43664 -0.13066 -0.70506
H 0.47552 -1.21092 -1.13975
H -0.37499 1.40647 -0.89596
H 1.21892 1.23912 1.02676
H 0.62275 -0.39475 1.38184
H 2.78863 0.10994 -0.49970
*
```

Atom charges from the Mulliken analysis, given in e for atoms 1 to 4:
1 C -1.138
2 C -0.479
3 C -0.122
4 C -0.293

=====

No. 3
Entry from OMol25: C4H8O2 as an isolated structure at a distorted geometry (the ωB97M-V functional and the def2-TZVPD basis).

Summary:
**Energy above the lowest of the compared OMol25 structures with the same formula, charge and spin**: 413.4 kJ/mol
**Strongest force on any atom**: 1.456 eV/A
**Orbital gap (spin up / spin down)**: 9.983 / 9.982 eV

```
! wB97M-V def2-TZVPD RIJCOSX def2/J DEFGRID3
* xyz 0 1
C -2.22980 -0.28926 0.63294
C -1.06736 -0.22581 -0.33224
O 0.05821 0.24802 0.39550
C 1.21959 0.14277 -0.30832
O 1.60719 0.93988 -1.32189
C 2.52044 0.53959 0.17316
H -2.01934 -0.99728 1.44101
H -2.39868 0.69656 1.07545
H -3.13921 -0.60632 0.11479
H -0.85844 -1.21993 -0.76353
H -1.26735 0.46350 -1.16094
H 3.14949 -0.30995 0.48343
H 2.97413 1.51005 0.19687
H 1.45110 -0.89181 -0.62623
*
```

Atom charges from the Mulliken analysis, given in e for atoms 1 to 4:
1 C -1.193
2 C -0.121
3 O -0.331
4 C 0.526

=====

No. 4
Entry from OMol25: C4H8O2 in the gas phase (the ωB97M-V functional and the def2-TZVPD basis).

Summary:
**Energy above the lowest of the compared OMol25 structures with the same formula, charge and spin**: 208.1 kJ/mol
**SMILES**: C=C(O)COC
**Strongest force on any atom**: 0.995 eV/A
**Orbital gap**: 9.946 eV

```
! wB97M-V def2-TZVPD RIJCOSX def2/J DEFGRID3
* xyz 0 1
C 1.86597 0.46994 0.25285
C 0.64760 0.21870 0.70915
O 0.47232 -0.79714 1.61854
C -0.94549 -0.84730 -1.16593
O -0.96451 0.55443 -1.09201
C -0.59683 0.93648 0.21143
H 0.05003 -1.17657 -0.86436
H 2.70468 -0.10882 0.62434
H 2.02819 1.30841 -0.40873
H -0.46707 -0.92260 1.77707
H -1.78765 -1.25289 -0.55280
H -1.15713 -1.13378 -2.19435
H -1.43838 0.74154 0.90320
H -0.41172 2.00961 0.18160
*
```

Atom charges from the Mulliken analysis, given in e for atoms 1 to 4:
1 C -0.866
2 C 0.468
3 O -0.499
4 C -0.564

=====

No. 5
Entry from OMol25: C4H8O2 as an isolated structure at a distorted geometry (the ωB97M-V functional and the def2-TZVPD basis).

Summary:
**Energy above the lowest of the compared OMol25 structures with the same formula, charge and spin**: 414.5 kJ/mol
**Strongest force on any atom**: 2.169 eV/A
**Orbital gap**: 10.064 eV

```
! wB97M-V def2-TZVPD RIJCOSX def2/J DEFGRID3
* xyz 0 1
C -0.64952 0.98200 1.32817
C 0.90729 0.54219 0.20055
C 0.38085 -0.81850 -0.21607
O -0.91381 -0.96108 0.32171
C 0.21773 -0.90427 -1.71164
O -0.83851 -0.59830 -2.22257
H -0.16244 0.85620 2.28114
H -1.70456 0.60177 1.50348
H -0.75882 1.97410 0.94369
H 1.90911 0.49069 0.69905
H 1.05183 1.24881 -0.64750
H 0.98048 -1.64045 0.18377
H -1.50120 -0.55606 -0.34275
H 1.08157 -1.21708 -2.32104
*
```

Atom charges from the Mulliken analysis, given in e for atoms 1 to 4:
1 C -0.888
2 C -0.947
3 C 0.287
4 O -0.620

=====

No. 6
Entry from OMol25: C4H8O2 in the gas phase (the ωB97M-V functional and the def2-TZVPD basis).

Summary:
**Energy above the lowest of the compared OMol25 structures with the same formula, charge and spin**: 241.6 kJ/mol
**SMILES**: OCC1(O)CC1
**Strongest force on any atom**: 0.640 eV/A
**Orbital gap**: 10.361 eV

```
! wB97M-V def2-TZVPD RIJCOSX def2/J DEFGRID3
* xyz 0 1
O 1.73376 -1.16013 0.27522
C 1.27375 -0.00722 -0.42045
C -0.06807 0.48635 0.11319
O 0.01782 1.31649 1.25092
C -0.95442 -0.70457 0.26279
C -1.47728 0.49564 -0.45639
H 1.20429 -1.92956 0.02358
H 1.23941 -0.19929 -1.49906
H 2.05738 0.72179 -0.20686
H 0.73783 1.94557 1.12292
H -1.18714 -0.96816 1.28242
H -0.68709 -1.53455 -0.39342
H -1.75164 0.42811 -1.50535
H -2.13858 1.10954 0.15050
*
```

Atom charges from the Mulliken analysis, given in e for atoms 1 to 4:
1 O -0.502
2 C -0.865
3 C 1.054
4 O -0.508

=====

No. 7
Entry from OMol25: C4H8O2 in the gas phase at a distorted geometry (the ωB97M-V functional and the def2-TZVPD basis).

Summary:
**Energy above the lowest of the compared OMol25 structures with the same formula, charge and spin**: 262.3 kJ/mol
**SMILES**: C[C@@]1(O)C[C@H]1O
**Strongest force on any atom**: 1.624 eV/A
**Orbital gap**: 10.422 eV

```
! wB97M-V def2-TZVPD RIJCOSX def2/J DEFGRID3
* xyz 0 1
C 1.20689 0.33550 0.71390
C -0.36448 -0.01575 0.44799
O -1.13402 -0.48277 1.53768
C -1.09981 0.66260 -0.70574
C -0.43006 -0.67526 -0.88938
O 0.81069 -0.65749 -1.53572
H 1.21095 1.22581 1.32403
H 1.97129 0.55649 -0.07584
H 1.65832 -0.52082 1.24070
H -1.30796 0.24847 2.15382
H -2.19456 0.64375 -0.81111
H -0.65720 1.56244 -1.11134
H -1.02930 -1.54168 -1.16293
H 1.35924 -1.34129 -1.12607
*
```

Atom charges from the Mulliken analysis, given in e for atoms 1 to 4:
1 C -1.328
2 C 0.799
3 O -0.531
4 C -0.856

=====

No. 8
Entry from OMol25: C4H8O2 in the gas phase (the ωB97M-V functional and the def2-TZVPD basis).

Summary:
**Energy above the lowest of the compared OMol25 structures with the same formula, charge and spin**: 77.6 kJ/mol
**SMILES**: CC(=O)CCO
**Strongest force on any atom**: 0.431 eV/A
**Orbital gap**: 10.783 eV

```
! wB97M-V def2-TZVPD RIJCOSX def2/J DEFGRID3
* xyz 0 1
C 2.11539 -0.00185 -0.25930
C 0.65243 0.38287 -0.21296
O 0.35181 1.56287 -0.27393
C -0.41478 -0.69182 -0.08284
C -1.69489 -0.14263 0.55733
O -2.29277 0.86066 -0.22269
H 2.28675 -1.08047 -0.28363
H 2.57088 0.46888 -1.13599
H 2.60284 0.42243 0.62786
H -0.64925 -1.04360 -1.09876
H -0.02787 -1.55940 0.46830
H -1.45980 0.22380 1.57001
H -2.43132 -0.94546 0.66678
H -1.60943 1.54374 -0.32018
*
```

Atom charges from the Mulliken analysis, given in e for atoms 1 to 4:
1 C -1.143
2 C 0.839
3 O -0.619
4 C -0.557